C52H104F12O26 | ωB97M-V/def2-TZVPD

Bonds (Å) are listed after each position.
Cartesian coordinates (Å):
1 C -2.198 2.279 4.906  O2 1.462, H10 1.090, H11 1.090, H12 1.090
2 O -0.742 2.396 4.982  C1 1.462, C3 1.416
3 C 0.022 1.348 4.415  O2 1.416, C4 1.523, H13 1.090, H14 1.090
4 C 1.526 1.275 4.645  C3 1.523, O5 1.425, H15 1.090, H16 1.090
5 O 1.910 1.284 6.017  C4 1.425, C6 1.510
6 C 1.708 2.652 6.623  O5 1.510, C7 1.505, H17 1.090, H18 1.090
7 C 2.511 2.918 7.867  C6 1.505, O8 1.468, H19 1.090, H20 1.090
8 O 3.919 2.629 7.566  C7 1.468, C9 1.418
9 C 4.712 2.515 8.737  O8 1.418, H21 1.090, H22 1.090, H23 1.090
10 H -2.503 2.056 3.884  C1 1.090
11 H -2.683 3.244 5.050  C1 1.090
12 H -2.719 1.581 5.561  C1 1.090
13 H -0.115 1.425 3.336  C3 1.090
14 H -0.483 0.441 4.748  C3 1.090
15 H 1.938 2.179 4.198  C4 1.090
16 H 1.987 0.390 4.207  C4 1.090
17 H 0.664 2.760 6.917  C6 1.090
18 H 2.143 3.334 5.892  C6 1.090
19 H 2.138 2.296 8.681  C7 1.090
20 H 2.421 3.963 8.164  C7 1.090
21 H 4.600 1.598 9.315  C9 1.090
22 H 4.746 3.410 9.359  C9 1.090
23 H 5.671 2.475 8.221  C9 1.090
24 C 1.036 -5.089 -2.851  O25 1.435, H33 1.090, H34 1.090, H35 1.090
25 O 1.071 -6.404 -2.275  C24 1.435, C26 1.440
26 C 2.392 -6.947 -2.095  O25 1.440, C27 1.519, H36 1.090, H37 1.090
27 C 3.382 -6.154 -1.260  C26 1.519, O28 1.401, H38 1.090, H39 1.090
28 O 3.169 -6.590 0.054  C27 1.401, C29 1.390
29 C 2.147 -5.925 0.723  O28 1.390, C30 1.602, H40 1.090, H41 1.090
30 C 2.508 -4.437 1.192  C29 1.602, O31 1.427, H42 1.090, H43 1.090
31 O 2.620 -3.625 0.024  C30 1.427, C32 1.421
32 C 3.061 -2.293 0.245  O31 1.421, H44 1.090, H45 1.090, H46 1.090
33 H 0.063 -4.599 -2.850  C24 1.090
34 H 1.468 -5.112 -3.852  C24 1.090
35 H 1.690 -4.398 -2.319  C24 1.090
36 H 2.731 -7.135 -3.114  C26 1.090
37 H 2.190 -7.925 -1.660  C26 1.090
38 H 3.501 -5.092 -1.476  C27 1.090
39 H 4.369 -6.610 -1.345  C27 1.090
40 H 1.924 -6.602 1.548  C29 1.090
41 H 1.245 -6.056 0.125  C29 1.090
42 H 3.418 -4.441 1.791  C30 1.090
43 H 1.674 -4.036 1.769  C30 1.090
44 H 3.011 -1.680 -0.655  C32 1.090
45 H 4.117 -2.324 0.514  C32 1.090
46 H 2.409 -1.840 0.993  C32 1.090
47 C 9.066 4.129 -2.066  O48 1.416, H56 1.090, H57 1.090, H58 1.090
48 O 8.342 5.029 -2.885  C47 1.416, C49 1.456
49 C 7.460 4.334 -3.810  O48 1.456, C50 1.525, H59 1.090, H60 1.090
50 C 6.181 3.846 -3.137  C49 1.525, O51 1.455, H61 1.090, H62 1.090
51 O 6.454 2.666 -2.331  C50 1.455, C52 1.427
52 C 5.438 2.370 -1.375  O51 1.427, C53 1.572, H63 1.090, H64 1.090
53 C 5.917 1.357 -0.272  C52 1.572, O54 1.479, H65 1.090, H66 1.090
54 O 4.658 1.129 0.469  C53 1.479, C55 1.410
55 C 4.805 0.405 1.671  O54 1.410, H67 1.090, H68 1.090, H69 1.090
56 H 9.976 4.568 -1.656  C47 1.090
57 H 9.305 3.171 -2.527  C47 1.090
58 H 8.482 3.690 -1.257  C47 1.090
59 H 7.855 3.522 -4.421  C49 1.090
60 H 7.195 5.098 -4.541  C49 1.090
61 H 5.389 3.687 -3.869  C50 1.090
62 H 5.798 4.675 -2.541  C50 1.090
63 H 4.603 1.946 -1.934  C52 1.090
64 H 4.975 3.247 -0.921  C52 1.090
65 H 6.714 1.771 0.346  C53 1.090
66 H 6.255 0.419 -0.712  C53 1.090
67 H 4.948 0.848 2.656  C55 1.090
68 H 5.539 -0.400 1.634  C55 1.090
69 H 3.926 -0.221 1.827  C55 1.090
70 C -2.767 -2.466 -1.528  O71 1.444, H79 1.090, H80 1.090, H81 1.090
71 O -1.512 -1.785 -1.742  C70 1.444, C72 1.400
72 C -1.544 -0.385 -1.709  O71 1.400, C73 1.585, H82 1.090, H83 1.090
73 C -0.243 0.090 -0.938  C72 1.585, O74 1.420, H84 1.090, H85 1.090
74 O 0.517 1.066 -1.638  C73 1.420, C75 1.431
75 C 1.572 1.652 -0.869  O74 1.431, C76 1.585, H86 1.090, H87 1.090
76 C 1.170 2.126 0.589  C75 1.585, O77 1.367, H88 1.090, H89 1.090
77 O -0.082 2.636 0.794  C76 1.367, C78 1.413
78 C -0.152 3.940 1.334  O77 1.413, H90 1.090, H91 1.090, H92 1.090
79 H -3.460 -2.331 -2.359  C70 1.090
80 H -3.317 -2.218 -0.620  C70 1.090
81 H -2.680 -3.552 -1.496  C70 1.090
82 H -2.370 0.059 -1.153  C72 1.090
83 H -1.616 0.063 -2.700  C72 1.090
84 H 0.353 -0.795 -0.716  C73 1.090
85 H -0.766 0.496 -0.072  C73 1.090
86 H 1.887 2.531 -1.431  C75 1.090
87 H 2.405 0.950 -0.822  C75 1.090
88 H 1.870 2.952 0.714  C76 1.090
89 H 1.289 1.237 1.208  C76 1.090
90 H 0.247 4.764 0.742  C78 1.090
91 H 0.301 3.916 2.326  C78 1.090
92 H -1.177 4.156 1.634  C78 1.090
93 C 4.392 7.193 5.327  O94 1.421, H102 1.090, H103 1.090, H104 1.090
94 O 4.492 6.895 3.941  C93 1.421, C95 1.385
95 C 3.382 7.250 3.193  O94 1.385, C96 1.552, H105 1.090, H106 1.090
96 C 3.511 6.816 1.708  C95 1.552, O97 1.421, H107 1.090, H108 1.090
97 O 2.321 6.795 0.932  C96 1.421, C98 1.415
98 C 2.417 6.202 -0.349  O97 1.415, C99 1.521, H109 1.090, H110 1.090
99 C 3.298 6.941 -1.344  C98 1.521, O100 1.451, H111 1.090, H112 1.090
100 O 4.687 6.801 -0.950  C99 1.451, C101 1.430
101 C 5.560 7.833 -1.418  O100 1.430, H113 1.090, H114 1.090, H115 1.090
102 H 5.209 6.712 5.864  C93 1.090
103 H 3.464 6.788 5.733  C93 1.090
104 H 4.449 8.281 5.359  C93 1.090
105 H 3.262 8.326 3.319  C95 1.090
106 H 2.570 6.694 3.663  C95 1.090
107 H 4.006 5.846 1.757  C96 1.090
108 H 4.279 7.429 1.237  C96 1.090
109 H 1.459 6.086 -0.856  C98 1.090
110 H 2.727 5.157 -0.337  C98 1.090
111 H 3.084 8.010 -1.332  C99 1.090
112 H 3.104 6.560 -2.346  C99 1.090
113 H 5.502 8.536 -0.588  C101 1.090
114 H 5.360 8.345 -2.359  C101 1.090
115 H 6.555 7.390 -1.458  C101 1.090
116 C -6.255 -6.179 -0.964  O117 1.383, H125 1.090, H126 1.090, H127 1.090
117 O -5.472 -5.209 -1.562  C116 1.383, C118 1.427
118 C -6.082 -4.237 -2.410  O117 1.427, C119 1.549, H128 1.090, H129 1.090
119 C -6.861 -4.856 -3.597  C118 1.549, O120 1.441, H130 1.090, H131 1.090
120 O -8.192 -5.139 -3.122  C119 1.441, C121 1.477
121 C -9.134 -5.470 -4.210  O120 1.477, C122 1.511, H132 1.090, H133 1.090
122 C -10.308 -6.259 -3.679  C121 1.511, O123 1.447, H134 1.090, H135 1.090
123 O -9.905 -7.509 -3.073  C122 1.447, C124 1.400
124 C -10.933 -8.454 -2.970  O123 1.400, H136 1.090, H137 1.090, H138 1.090
125 H -6.512 -6.932 -1.709  C116 1.090
126 H -7.146 -5.754 -0.501  C116 1.090
127 H -5.660 -6.609 -0.158  C116 1.090
128 H -5.453 -3.472 -2.866  C118 1.090
129 H -6.768 -3.573 -1.885  C118 1.090
130 H -6.275 -5.652 -4.057  C119 1.090
131 H -6.933 -4.124 -4.402  C119 1.090
132 H -8.640 -6.110 -4.941  C121 1.090
133 H -9.440 -4.541 -4.692  C121 1.090
134 H -10.893 -6.505 -4.565  C122 1.090
135 H -10.971 -5.650 -3.065  C122 1.090
136 H -10.468 -9.391 -2.664  C124 1.090
137 H -11.565 -8.642 -3.838  C124 1.090
138 H -11.591 -8.226 -2.131  C124 1.090
139 C -4.965 -4.036 1.471  C140 1.553, H148 1.090, H149 1.090, H150 1.090
140 C -5.310 -2.959 2.535  C139 1.553, O141 1.378, H151 1.090, H152 1.090
141 O -6.122 -1.960 2.044  C140 1.378, C142 1.346
142 C -5.659 -0.702 1.927  O141 1.346, O143 1.153, C144 1.522
143 O -4.672 -0.258 2.326  C142 1.153
144 C -6.729 0.246 1.406  C142 1.522, F145 1.280, F146 1.368, F147 1.339
145 F -6.997 1.081 2.339  C144 1.280
146 F -6.394 0.899 0.252  C144 1.368
147 F -7.834 -0.457 1.131  C144 1.339
148 H -4.361 -3.716 0.621  C139 1.090
149 H -5.935 -4.313 1.058  C139 1.090
150 H -4.519 -4.896 1.970  C139 1.090
151 H -4.443 -2.432 2.933  C140 1.090
152 H -5.797 -3.397 3.407  C140 1.090
153 C 3.593 -1.619 -3.519  C154 1.559, H162 1.090, H163 1.090, H164 1.090
154 C 2.476 -0.607 -3.918  C153 1.559, O155 1.386, H165 1.090, H166 1.090
155 O 1.409 -1.246 -4.531  C154 1.386, C156 1.376
156 C 0.295 -0.488 -4.806  O155 1.376, O157 1.231, C158 1.535
157 O 0.228 0.731 -4.647  C156 1.231
158 C -0.851 -1.273 -5.460  C156 1.535, F159 1.326, F160 1.356, F161 1.374
159 F -0.377 -2.088 -6.393  C158 1.326
160 F -1.455 -2.019 -4.503  C158 1.356
161 F -1.812 -0.420 -5.946  C158 1.374
162 H 4.436 -1.028 -3.159  C153 1.090
163 H 3.881 -2.227 -4.376  C153 1.090
164 H 3.170 -2.175 -2.682  C153 1.090
165 H 2.866 0.036 -4.707  C154 1.090
166 H 2.106 0.004 -3.094  C154 1.090
167 C -1.258 3.509 -3.308  C168 1.544, H176 1.090, H177 1.090, H178 1.090
168 C -2.530 2.983 -4.008  C167 1.544, O169 1.434, H179 1.090, H180 1.090
169 O -2.794 3.864 -5.108  C168 1.434, C170 1.417
170 C -4.164 3.947 -5.459  O169 1.417, O171 1.215, C172 1.561
171 O -5.045 3.433 -4.800  C170 1.215
172 C -4.409 4.960 -6.622  C170 1.561, F173 1.340, F174 1.292, F175 1.319
173 F -4.746 4.269 -7.719  C172 1.340
174 F -5.473 5.632 -6.329  C172 1.292
175 F -3.339 5.684 -6.884  C172 1.319
176 H -0.991 2.824 -2.503  C167 1.090
177 H -1.294 4.569 -3.057  C167 1.090
178 H -0.415 3.485 -3.998  C167 1.090
179 H -3.240 2.578 -3.287  C168 1.090
180 H -2.174 2.088 -4.520  C168 1.090
181 C -1.428 -4.652 5.989  C182 1.495, H190 1.090, H191 1.090, H192 1.090
182 C -2.170 -4.851 4.707  C181 1.495, O183 1.387, H193 1.090, H194 1.090
183 O -2.196 -3.695 3.942  C182 1.387, C184 1.358
184 C -1.398 -3.492 2.861  O183 1.358, O185 1.249, C186 1.544
185 O -0.752 -4.376 2.260  C184 1.249
186 C -1.342 -1.994 2.491  C184 1.544, F187 1.351, F188 1.320, F189 1.294
187 F -0.038 -1.725 2.258  C186 1.351
188 F -2.141 -1.707 1.480  C186 1.320
189 F -1.677 -1.192 3.449  C186 1.294
190 H -1.407 -5.582 6.558  C181 1.090
191 H -1.848 -3.922 6.682  C181 1.090
192 H -0.386 -4.399 5.798  C181 1.090
193 H -3.160 -5.120 5.078  C182 1.090
194 H -1.618 -5.710 4.326  C182 1.090

Energy relative to the best compared isomer or geometry (same formula, charge and spin) (eV): 6.348
Orbital gap (eV): 9.3